Record 1
102
Properties=species:S:1:pos:R:3:forces:R:3 method="wB97M-V/def2-TZVPD" gap_ev="5.361 / 5.994" e_above_lowest_ev=3.096 s_squared=2.18 e_tot_ev=-181109.426 charge=+1 multiplicity=3
Mn -0.974 -0.340 -0.777 0.5941 0.9336 0.9139
C 5.326 -1.500 1.022 -0.0334 -0.0544 0.0282
C 4.060 -2.277 1.209 0.0522 0.0578 -0.0653
C 3.864 -3.504 1.793 0.0415 -0.0340 0.0088
C 2.475 -3.744 1.684 -0.2112 -0.3310 0.1785
N 1.871 -2.741 1.075 0.1697 0.1822 -0.0871
N 2.847 -1.842 0.781 -0.1346 0.2452 -0.0442
B 2.426 -0.521 0.132 0.0777 -0.3505 0.1252
N 1.825 -0.849 -1.266 0.0611 0.0600 -0.3208
N 0.565 -1.329 -1.308 0.1949 0.4738 -0.0387
C 0.444 -2.141 -2.361 -0.2865 -0.0265 -0.0677
C 1.629 -2.141 -3.075 0.2499 -0.0868 0.1323
C 2.490 -1.332 -2.334 -0.0086 -0.0843 -0.0076
C 3.934 -1.052 -2.557 -0.0168 -0.0668 -0.0331
C -0.851 -2.803 -2.451 0.0405 -0.0763 -0.0175
C -1.382 -3.313 -3.629 -0.0597 0.0724 -0.0371
C -2.647 -3.872 -3.615 -0.0606 0.0152 0.0587
C -3.391 -3.921 -2.437 -0.0119 -0.0222 -0.0330
C -2.863 -3.433 -1.255 0.0048 0.0002 -0.1040
C -1.582 -2.893 -1.259 -0.1062 0.1244 0.2384
N 1.286 0.099 1.007 -0.0903 0.1178 0.0740
N -0.038 -0.242 0.942 -0.0392 -0.3771 0.0700
C -0.587 -0.012 2.147 -0.1802 -0.0569 -0.0547
C 0.393 0.471 3.001 0.1022 0.0798 0.0895
C 1.549 0.534 2.255 0.0949 -0.0360 -0.0756
C 2.916 0.933 2.692 -0.0426 0.0003 0.0632
C -1.999 -0.261 2.471 0.1226 0.0399 0.0118
C -2.426 -0.212 3.795 -0.0480 -0.0175 0.0809
C -3.755 -0.441 4.112 -0.0069 0.0064 -0.0298
C -4.681 -0.724 3.116 0.0211 -0.0164 0.0047
C -4.269 -0.776 1.792 0.0124 0.0213 0.0966
C -2.938 -0.544 1.496 0.0042 0.0135 -0.1255
C 1.697 -4.910 2.164 0.1451 0.1633 -0.0688
C 0.307 -4.931 2.058 -0.0286 0.0588 -0.0096
C -0.417 -6.030 2.488 0.0085 -0.0080 0.0044
C 0.235 -7.126 3.041 -0.0064 0.0290 -0.0298
C 1.615 -7.105 3.167 0.0446 0.0390 -0.0085
C 2.339 -6.003 2.731 0.0310 -0.1078 0.0363
H 6.151 -2.023 1.500 -0.0170 -0.0178 0.0074
H 5.263 -0.502 1.458 -0.0038 0.0025 0.0025
H 5.577 -1.377 -0.032 0.0033 0.0027 0.0058
H 4.621 -4.130 2.234 -0.0192 0.0143 0.0062
H 3.368 0.221 0.037 -0.1724 0.0469 -0.0445
H 1.869 -2.702 -3.962 0.0103 0.0247 0.0018
H 4.179 -1.204 -3.606 0.0119 0.0094 0.0062
H 4.552 -1.728 -1.964 -0.0309 -0.0219 -0.0003
H 4.188 -0.032 -2.274 0.0002 0.0052 0.0015
H -0.825 -3.235 -4.553 -0.0044 0.0026 0.0113
H -3.070 -4.256 -4.533 -0.0062 -0.0074 0.0047
H -4.380 -4.360 -2.444 0.0004 0.0052 -0.0212
H -3.421 -3.504 -0.330 0.0061 0.0133 0.0116
H -1.095 -2.667 -0.303 0.0158 -0.1015 -0.0583
H 0.281 0.760 4.031 -0.0030 0.0077 -0.0195
H 2.850 1.476 3.633 0.0066 -0.0052 -0.0072
H 3.406 1.566 1.953 -0.0173 0.0013 0.0008
H 3.538 0.051 2.851 -0.0152 -0.0069 -0.0003
H -1.718 -0.001 4.585 -0.0090 -0.0017 0.0015
H -4.070 -0.399 5.146 -0.0017 -0.0138 -0.0035
H -5.716 -0.909 3.369 0.0030 0.0202 0.0095
H -4.975 -0.984 0.998 0.0089 0.0055 -0.0062
H -2.654 -0.571 0.452 -0.1901 -0.0544 -0.1932
H -0.194 -4.065 1.643 -0.0105 -0.0263 -0.0031
H -1.496 -6.034 2.397 -0.0048 0.0067 -0.0025
H -0.329 -7.989 3.369 -0.0036 0.0130 0.0177
H 2.132 -7.949 3.606 0.0059 0.0011 -0.0111
H 3.417 -6.000 2.834 -0.0133 -0.0225 -0.0109
C -4.625 5.138 2.115 0.0636 -0.0130 0.0859
N -3.607 5.247 3.148 -0.1245 0.0315 -0.0952
C -3.692 6.068 4.260 -0.0834 -0.0629 -0.1305
C -2.555 5.908 4.956 0.1524 -0.1179 -0.0358
N -1.783 4.992 4.261 0.1382 -0.0056 0.0648
C -0.462 4.546 4.671 -0.0804 0.0307 -0.0221
C -2.425 4.587 3.139 -0.0195 0.0813 0.0777
Se -1.833 3.378 1.867 -0.0895 0.0976 0.1046
H -5.598 5.321 2.564 -0.0050 0.0047 -0.0042
H -4.588 4.135 1.698 -0.0112 -0.0109 0.0018
H -4.445 5.860 1.320 0.0159 0.0044 -0.0066
H -4.554 6.680 4.454 -0.0070 -0.0065 -0.0142
H -2.226 6.351 5.878 0.0113 -0.0050 -0.0010
H -0.501 4.175 5.694 -0.0014 -0.0077 0.0016
H 0.251 5.367 4.607 -0.0010 0.0072 -0.0049
H -0.159 3.750 3.994 0.0102 -0.0065 0.0152
F -3.645 2.035 -4.557 0.0053 0.0698 0.0856
C -2.873 2.066 -3.484 -0.0947 -0.0914 -0.0195
F -1.880 2.931 -3.692 -0.0030 0.0173 -0.0582
F -3.583 2.472 -2.438 -0.0143 0.0802 0.0268
S -2.171 0.366 -3.179 -0.0323 -0.4137 0.4039
O -2.705 -0.448 -4.214 -0.0322 0.0155 -0.0096
O -2.650 -0.004 -1.787 0.0983 -0.0987 -0.8958
O -0.725 0.519 -3.078 -0.1745 -0.0251 -0.2714
O -0.931 1.623 -0.609 -0.0009 -0.5713 -0.0016
N -0.142 2.553 -1.144 0.0833 -0.0108 -0.0383
C -0.690 3.767 -1.293 0.0362 0.0995 0.0740
C 0.075 4.807 -1.774 -0.0580 0.0328 0.0130
C 1.401 4.591 -2.104 0.0422 -0.0167 -0.0087
C 1.930 3.317 -1.954 -0.0154 0.0521 -0.0302
C 1.135 2.305 -1.471 -0.1191 -0.0246 0.0195
H -1.723 3.841 -0.994 0.0160 0.0052 0.0154
H -0.388 5.777 -1.887 0.0162 0.0038 0.0142
H 2.014 5.400 -2.476 -0.0080 -0.0066 -0.0148
H 2.955 3.094 -2.210 -0.0088 0.0083 0.0023
H 1.462 1.291 -1.339 0.0437 -0.0311 -0.0074

***

Record 2
84
Properties=species:S:1:pos:R:3:forces:R:3 method="wB97M-V/def2-TZVPD" gap_ev=7.602 e_above_lowest_ev=0.208 e_tot_ev=-86389.554 charge=0
Ag 0.268 -0.421 0.609 0.2386 -0.1955 0.0089
N -3.033 -1.204 -0.330 0.0749 -0.1095 -0.0069
C -2.221 -1.801 -1.228 -0.1540 0.2000 0.1035
N -2.784 -2.309 -2.321 0.0492 -0.0515 -0.0061
C -1.931 -2.844 -3.184 -0.0509 -0.0625 -0.0815
N -2.437 -3.359 -4.326 0.0147 0.0424 0.0403
N -0.600 -2.937 -3.017 -0.0042 -0.0070 0.0229
C -0.160 -2.430 -1.880 0.1363 -0.0700 0.0504
N -0.902 -1.855 -0.942 0.0312 0.0634 -0.0632
C 1.320 -2.545 -1.643 -0.1050 0.0391 0.0035
C 2.118 -3.252 -2.533 0.0006 -0.0093 -0.0381
C 3.477 -3.331 -2.286 -0.0015 -0.0096 -0.0198
C 3.995 -2.706 -1.164 0.0219 -0.0034 -0.0056
C 3.121 -2.028 -0.330 -0.0422 0.0054 0.0140
N 1.816 -1.951 -0.561 -0.0334 -0.0099 0.0191
H -3.939 -0.963 -0.698 -0.0025 -0.0228 0.0016
H -2.596 -0.479 0.223 -0.0168 0.0295 -0.0229
H -3.388 -3.132 -4.556 0.0003 -0.0135 -0.0010
H -1.793 -3.584 -5.063 -0.0042 -0.0123 0.0072
H 1.660 -3.717 -3.394 0.0152 0.0111 0.0072
H 4.124 -3.873 -2.964 -0.0043 0.0052 0.0054
H 5.052 -2.738 -0.935 -0.0130 -0.0063 0.0024
H 3.473 -1.524 0.562 0.0015 0.0216 0.0080
C -0.554 5.232 7.304 0.0063 -0.0163 -0.0184
C -0.685 4.176 6.239 0.0079 0.0169 0.0049
C -0.800 2.831 6.577 0.0211 -0.0009 0.0299
C -0.934 1.846 5.611 0.0581 -0.0509 -0.0149
C -1.063 0.400 6.019 -0.0082 0.0359 -0.0224
C -0.968 2.233 4.265 -0.0624 -0.0882 0.0712
C -1.129 1.200 3.206 -0.0429 0.2226 -0.1486
O -0.311 0.331 2.987 -0.1371 -0.1686 0.1820
C -0.866 3.576 3.894 -0.0198 -0.0230 -0.0867
C -0.841 4.003 2.447 0.0067 0.0158 0.0565
C -0.713 4.527 4.897 0.0013 0.0344 -0.0192
H -0.275 4.795 8.262 -0.0016 0.0019 -0.0084
H -1.501 5.760 7.439 0.0030 -0.0008 0.0052
H 0.198 5.973 7.031 -0.0057 -0.0036 0.0014
H -0.779 2.542 7.622 -0.0066 0.0119 -0.0084
H -0.948 0.295 7.097 -0.0110 0.0109 -0.0013
H -0.314 -0.221 5.530 0.0371 -0.0112 -0.0090
H -2.044 -0.001 5.747 0.0199 0.0023 -0.0041
H -2.041 1.264 2.587 0.0711 0.0038 -0.0303
H -1.263 3.263 1.767 -0.0321 -0.0130 -0.0061
H 0.190 4.168 2.126 -0.0018 -0.0090 0.0117
H -1.382 4.939 2.311 -0.0100 -0.0095 0.0066
H -0.612 5.570 4.614 -0.0047 -0.0104 0.0143
C 2.743 2.075 4.887 -0.0499 0.0770 -0.0163
Si 3.703 0.688 4.093 0.0041 -0.0085 0.0209
C 5.418 0.579 4.830 0.1039 -0.0026 0.0245
C 2.827 -0.946 4.287 -0.0746 -0.0889 -0.0385
C 3.916 1.045 2.261 -0.0443 0.0858 -0.0106
Te 2.135 1.624 1.217 0.2906 0.0140 -0.1045
C 3.201 1.881 -0.630 -0.1177 -0.0146 0.0072
Si 3.492 3.694 -1.032 0.0304 0.0074 0.0681
C 4.590 4.422 0.301 0.0521 -0.0181 0.0544
C 4.360 3.791 -2.684 0.0254 -0.0129 -0.0966
C 1.875 4.614 -1.059 -0.1209 -0.0257 -0.0309
H 2.612 1.914 5.960 0.0089 0.0002 -0.0239
H 1.749 2.171 4.442 0.0188 0.0156 0.0500
H 3.263 3.028 4.748 -0.0305 -0.0152 0.0192
H 5.389 0.333 5.895 -0.0158 0.0114 -0.0420
H 5.947 1.529 4.720 0.0028 -0.0391 0.0170
H 6.005 -0.193 4.325 0.0010 0.0316 0.0352
H 2.609 -1.153 5.338 -0.0182 -0.0111 -0.0253
H 3.443 -1.766 3.906 -0.0209 0.0217 0.0148
H 1.883 -0.945 3.734 -0.0108 -0.0044 0.0545
H 4.330 0.172 1.753 0.0118 0.0087 -0.0191
H 4.613 1.875 2.122 -0.0144 -0.0158 0.0047
H 2.604 1.391 -1.400 0.0232 -0.0016 0.0111
H 4.141 1.337 -0.511 -0.0279 -0.0328 0.0039
H 5.589 3.975 0.294 -0.0418 0.0136 0.0137
H 4.144 4.253 1.286 0.0308 0.0301 -0.0043
H 4.706 5.502 0.173 -0.0004 -0.0297 -0.0113
H 5.353 3.336 -2.626 -0.0217 0.0086 -0.0315
H 4.483 4.828 -3.008 0.0092 -0.0331 0.0109
H 3.791 3.264 -3.455 0.0216 0.0315 0.0102
H 1.474 4.691 -0.045 -0.0385 0.0222 -0.0326
H 1.122 4.109 -1.671 0.0342 0.0301 0.0344
H 2.008 5.628 -1.445 0.0057 -0.0173 0.0224
O 0.226 1.453 -1.385 -0.3088 0.1380 -0.0283
Cl -1.198 1.742 -1.253 0.0045 0.1307 -0.1333
O -1.942 0.946 -2.190 0.1151 0.1213 0.1638
O -1.442 3.140 -1.450 0.0789 -0.2841 0.1184
O -1.594 1.368 0.119 0.0430 0.0704 -0.1656

***

Record 3
16
Properties=species:S:1:pos:R:3:forces:R:3 method="wB97M-V/def2-TZVPD" gap_ev=7.729 e_above_lowest_ev=2.314 e_tot_ev=-83248.305 charge=0 smiles="C=C/[Si](C)=C/CBr"
C -2.315 -1.089 -1.203 -2.3444 -3.3300 1.0962
C 2.328 0.116 1.212 3.1969 0.8887 1.7906
C -1.412 -1.210 -0.249 -0.0021 -1.2807 0.5345
C 1.206 -0.649 0.935 -1.3754 -1.9661 -0.1100
C -0.612 1.630 -0.482 0.7500 4.5151 -0.5639
Si -0.197 0.042 0.253 -0.0402 -1.3552 -0.3236
Br 3.982 -0.091 -0.199 -1.0353 0.2189 0.6543
H -3.106 -1.935 -1.317 1.6541 1.3413 -0.1913
H -2.565 -0.242 -1.722 -0.1648 2.1438 -1.2712
H 2.930 -0.050 2.141 -0.5423 -0.4162 -0.9414
H 2.080 1.149 1.264 0.3529 1.0740 -0.6459
H -1.379 -2.219 0.215 0.1644 0.8085 -0.0982
H 1.185 -1.734 1.190 0.0184 0.9164 -0.3264
H -1.679 1.908 -0.416 0.2465 -0.7219 -0.2613
H -0.174 2.648 -0.063 -0.3152 -2.3149 -0.3449
H -0.271 1.727 -1.558 -0.5635 -0.5219 1.0023

***

Copy entry 3 word for word.
16
Properties=species:S:1:pos:R:3:forces:R:3 method="wB97M-V/def2-TZVPD" gap_ev=7.729 e_above_lowest_ev=2.314 e_tot_ev=-83248.305 charge=0 smiles="C=C/[Si](C)=C/CBr"
C -2.315 -1.089 -1.203 -2.3444 -3.3300 1.0962
C 2.328 0.116 1.212 3.1969 0.8887 1.7906
C -1.412 -1.210 -0.249 -0.0021 -1.2807 0.5345
C 1.206 -0.649 0.935 -1.3754 -1.9661 -0.1100
C -0.612 1.630 -0.482 0.7500 4.5151 -0.5639
Si -0.197 0.042 0.253 -0.0402 -1.3552 -0.3236
Br 3.982 -0.091 -0.199 -1.0353 0.2189 0.6543
H -3.106 -1.935 -1.317 1.6541 1.3413 -0.1913
H -2.565 -0.242 -1.722 -0.1648 2.1438 -1.2712
H 2.930 -0.050 2.141 -0.5423 -0.4162 -0.9414
H 2.080 1.149 1.264 0.3529 1.0740 -0.6459
H -1.379 -2.219 0.215 0.1644 0.8085 -0.0982
H 1.185 -1.734 1.190 0.0184 0.9164 -0.3264
H -1.679 1.908 -0.416 0.2465 -0.7219 -0.2613
H -0.174 2.648 -0.063 -0.3152 -2.3149 -0.3449
H -0.271 1.727 -1.558 -0.5635 -0.5219 1.0023